Entry 1:
Formula: C34H24N4O8PSY
Source: the Open Molecules 2025 dataset
Level of theory: ωB97M-V with the def2-TZVPD basis set

Structure (XYZ):
```
73
Properties=species:S:1:pos:R:3:forces:R:3
C -0.0936 -3.6239 -3.4486 0.0 0.0 0.0
N 2.8173 2.5820 -3.0684 0.0 0.0 0.0
H -4.2172 -0.1034 -0.9258 0.0 0.0 0.0
C -0.6380 -5.2469 -1.7865 0.0 0.0 -0.1
C 0.9700 -1.7402 4.6977 0.0 0.0 0.1
C -5.8840 -0.0109 -2.2823 0.0 0.0 0.0
H -1.3346 5.9740 -4.0293 0.0 0.0 0.0
H -5.1788 4.6554 0.5668 0.0 0.0 0.0
H 1.7656 -2.0489 5.3662 0.0 0.0 0.0
C -0.2794 2.9708 -5.1759 0.0 0.0 0.0
O -3.0878 -0.4370 2.0849 0.0 -0.1 -0.1
O -1.3416 -0.4023 0.6623 0.0 0.1 0.0
C -1.3464 -1.3917 4.1527 0.0 0.0 0.0
C 0.3628 -3.1239 -1.1026 0.0 -0.1 0.0
N 1.7049 0.6123 -2.9455 0.0 0.1 -0.1
C -4.2142 4.1604 0.5775 0.0 0.0 0.0
C -0.4278 2.1932 0.6165 0.2 -0.1 0.2
C -3.8642 3.3188 -0.4688 0.0 0.0 0.0
C 2.7194 -1.1942 2.8998 -0.1 0.0 0.0
N 1.3190 -0.4939 -2.2003 0.0 0.1 0.0
H -4.5699 3.1645 -1.2752 0.0 0.0 0.0
C -0.3719 -1.7873 5.0557 0.1 0.0 -0.1
H 0.9446 -1.3207 -4.0108 0.0 0.0 0.0
O -0.7659 -2.2291 6.2917 -0.1 0.0 0.0
H -7.3708 0.2609 -3.8124 0.0 0.0 0.0
H -0.9778 -5.5258 -3.9073 0.0 0.0 0.0
O 3.6358 -1.5354 3.6455 0.0 0.0 0.0
H -2.4001 -1.4164 4.3904 0.0 0.0 0.0
H -3.7216 2.4442 -4.3251 0.0 0.0 0.0
C -2.6287 2.6714 -0.4940 0.2 0.0 0.1
O 0.1159 1.9420 1.7088 0.1 -0.1 -0.1
H 2.0807 2.8281 -3.7172 0.0 0.0 0.0
O 0.0456 1.8240 -0.5017 -0.1 0.0 -0.1
H -3.6258 4.9987 2.4660 0.0 0.0 0.0
C 2.5074 1.4367 -2.3388 -0.1 -0.2 0.0
C -1.7550 2.8932 0.5806 0.0 -0.1 -0.2
H -5.9740 1.8231 -5.1247 0.0 0.0 0.0
H -0.0588 -3.3043 -4.4863 0.0 0.0 0.0
C -1.4952 2.7098 -3.0985 0.1 -0.1 0.0
C -4.3247 1.7518 -3.7498 0.0 0.0 0.0
H -0.5570 1.1027 -4.1571 0.0 0.0 0.0
O 2.7807 -0.7670 1.7054 0.1 0.1 0.0
C -0.9271 -0.9597 2.9066 -0.1 -0.1 -0.1
C -4.6127 0.3242 -1.8441 0.0 0.0 0.0
H -1.0423 -6.2158 -1.5117 0.0 0.0 0.0
C -3.3429 4.3567 1.6398 0.0 0.0 0.0
C -0.1675 -4.4068 -0.8049 0.0 0.0 0.0
C -1.8970 -0.5597 1.7921 0.0 0.1 0.0
C -0.4892 4.3428 -5.1381 0.0 0.0 0.0
H -1.4238 3.8102 2.4656 0.0 0.0 0.0
H -2.2220 4.5343 -2.2354 0.0 0.0 0.0
P -2.1210 1.5011 -1.8495 -0.3 0.2 -0.1
H 0.2875 2.5260 -5.9854 0.0 0.0 0.0
H 3.0880 3.3390 -2.4608 0.0 0.0 0.0
Y 1.0423 -0.2015 0.2742 -0.1 -0.1 0.5
N 0.3532 -0.9106 2.5707 0.1 0.0 -0.1
H -0.0980 4.9757 -5.9266 0.0 0.0 0.0
C -5.5946 1.4048 -4.1990 0.0 0.0 0.0
S 3.2688 1.2354 -0.8015 0.0 0.0 0.0
C -0.6049 -4.8662 -3.1338 0.0 0.0 0.1
O 0.8022 -2.3700 -0.1577 0.1 0.2 -0.1
H 0.0255 -2.4636 6.7831 0.1 0.0 0.1
C -2.1188 3.7099 1.6419 0.0 0.0 0.0
C -3.8197 1.2244 -2.5637 0.1 0.0 0.0
H -0.1923 -4.6958 0.2390 0.0 0.0 0.0
C -1.1862 4.9011 -4.0742 0.0 0.0 0.0
C -0.7701 2.1642 -4.1573 0.0 0.0 0.0
C 1.2878 -1.2824 3.4344 0.0 0.0 -0.1
C -1.6859 4.0887 -3.0646 0.0 0.0 0.0
C -6.3799 0.5285 -3.4639 0.0 0.0 0.0
C 0.3842 -2.7415 -2.4736 0.0 0.1 0.0
H -6.4870 -0.7029 -1.7063 0.0 0.0 0.0
C 0.9048 -1.4629 -2.9273 -0.1 -0.2 0.0
```
Positions in Å, forces in eV/Å.

Values from the calculation:
- charge = -2
- relative energy (zero: lowest compared OMol25 entry of this formula, charge and spin) (eV) = 0.060
- HOMO-LUMO gap (eV) = 6.46


Entry 2:
Formula: C24H48F7O10P2S
Source: the Open Molecules 2025 dataset
Level of theory: ωB97M-V with the def2-TZVPD basis set

Structure (XYZ):
```
92
Properties=species:S:1:pos:R:3:forces:R:3
H -2.5292 4.7098 -2.9224 0.0 0.0 0.0
C 3.4076 -4.4117 4.3113 0.1 0.1 0.3
H -1.0118 -1.8739 1.1602 0.1 0.0 0.0
C 2.5523 -2.5985 5.5522 0.1 0.0 0.4
C -4.6842 4.3822 0.2555 0.0 -0.2 0.0
C 2.7676 -1.4357 3.2003 0.0 0.1 -0.1
H 0.6032 -0.6200 -5.2445 0.0 0.1 0.1
H 3.4560 -6.2901 3.3168 0.0 0.0 0.0
H 0.4219 -2.0005 -1.0051 0.0 0.0 0.0
O 0.0559 -0.6266 -3.2483 0.0 0.1 0.1
H -2.1227 -0.7271 3.0093 0.0 -0.2 0.1
C -0.2750 -0.8105 -4.6094 -0.1 -0.3 -0.1
H -4.1348 6.8862 2.5915 0.0 0.0 0.0
H 4.0885 -1.2743 4.9056 0.0 0.0 -0.1
O -4.0210 4.2183 2.5816 0.0 0.0 0.0
C 1.3575 -1.1225 -2.9409 -0.2 0.0 0.0
H 0.3768 -2.8513 -6.6208 0.1 0.0 0.0
C 1.7115 -0.4397 2.6836 0.1 0.1 0.0
H 2.0842 -0.5369 -3.5048 0.1 0.0 0.0
H 2.5385 -0.4972 5.1215 0.0 0.0 0.1
H 1.4299 -2.1698 -3.2615 0.0 0.0 0.0
H -2.6724 -1.8531 4.2182 0.1 0.0 0.1
C -2.2706 3.1655 -4.4195 0.0 0.0 0.1
H -4.9401 4.0445 2.8148 0.0 0.0 0.0
C -1.8071 -1.2745 3.8905 -0.2 0.0 0.2
H -2.9551 5.2069 1.2065 0.0 0.0 0.0
H 3.6961 -1.1688 2.6954 0.0 -0.2 0.0
C -3.2374 3.7564 -5.4357 0.0 0.0 0.0
F 3.4237 0.6941 -2.1428 0.0 0.1 -0.2
H -4.6238 4.9905 -0.6478 0.0 0.0 0.0
P -1.2637 0.8008 0.3780 0.3 0.5 -0.7
F 6.3297 -1.9872 -2.5551 0.6 0.1 0.0
H -3.0001 3.4083 -6.4415 0.0 0.0 0.0
C 3.3589 -0.2076 -1.1137 0.3 -0.2 0.2
F 3.4925 0.5579 0.0229 -0.1 0.2 0.1
C -4.0142 5.0686 1.4309 0.0 0.0 0.0
C 5.0270 -1.9444 -2.2879 -0.3 0.1 0.0
H 1.1234 -3.2217 -5.0642 0.0 0.0 0.0
P 1.6763 -1.2819 -1.0926 -0.1 0.0 0.0
H -0.2291 -4.1852 -5.6460 0.0 0.0 0.0
H 2.5394 -2.4445 2.8617 -0.1 0.0 0.1
H 1.6163 -2.4060 6.0717 -0.1 -0.1 -0.2
H -4.5947 7.0847 0.8916 0.0 0.0 0.0
C 0.9749 -0.9180 1.4280 0.2 -0.1 0.2
H -3.2018 4.8473 -5.4251 0.0 0.0 0.0
H -1.2495 3.4433 -4.6888 0.0 0.0 0.0
O 1.9557 -1.4874 0.5975 -0.2 -0.1 0.0
C 0.1737 -3.1708 -5.5961 0.0 -0.1 0.1
C -0.8146 -2.2169 -4.9243 -0.1 0.0 -0.3
C -0.0888 -2.0266 1.7149 -0.1 0.0 0.1
F 4.9210 -1.6127 0.0133 0.0 -0.1 0.2
H -2.1427 -0.2170 5.7675 0.0 0.0 0.0
F 4.4044 -1.5952 -3.4111 -0.2 0.2 -0.3
H -1.8595 3.1875 -2.2953 0.0 0.0 0.0
C 3.0208 -1.3915 4.7169 0.0 0.0 0.0
C -1.3770 -0.2961 4.9932 -0.1 0.0 0.0
F 5.7130 -0.0051 -1.2213 0.2 0.2 0.1
O 4.5105 -4.2781 4.7848 -0.1 0.0 -0.2
H 3.5821 -4.8712 2.2687 0.0 0.0 0.0
C 4.7329 -0.9388 -1.1356 0.0 -0.1 -0.2
H 1.0059 -0.1445 3.4654 -0.1 -0.1 0.0
O -1.9691 0.8990 1.8176 0.0 0.1 -0.2
H 2.4071 -2.4873 -1.3093 0.1 0.0 0.0
H -1.7243 -0.4051 -1.2731 0.1 -0.3 0.0
H -4.2610 3.4487 -5.2002 0.0 0.0 0.0
H -5.7406 4.1877 0.4684 0.0 0.1 0.0
H 3.3063 -2.8384 6.3029 0.0 0.1 0.0
C -2.5632 3.6207 -3.0049 0.0 0.1 0.1
H -1.2192 -2.6518 -4.0075 0.1 0.0 0.1
H -2.3488 1.7899 1.8758 -0.1 -0.1 0.1
H -0.4538 -0.6246 5.4711 0.0 0.0 0.0
C 0.4748 0.3360 0.6086 -0.2 0.1 0.2
O 2.3208 -3.7768 4.7744 -0.1 0.1 -0.3
H -1.2110 0.7051 4.5926 0.1 0.0 0.0
H -3.5653 3.2871 -2.7120 0.0 0.1 0.0
H 0.3507 -2.9440 1.3240 0.0 0.0 0.0
H 2.2508 0.4623 2.3867 0.0 0.1 0.1
H -1.6623 -2.0996 -5.6089 -0.1 0.0 0.1
O -2.2848 1.7410 -4.4810 -0.1 0.0 -0.2
H -4.1958 3.4268 0.0602 0.0 0.0 -0.1
H -1.0320 -0.0690 -4.8550 0.1 0.1 0.1
O -1.9639 -0.4493 -0.3285 -0.2 0.3 -0.1
O -1.4281 2.0725 -0.3640 0.0 -0.3 0.4
H 0.9014 1.2234 1.0971 0.2 0.0 -0.2
H 2.0060 -5.3071 2.9459 0.0 0.0 0.1
H -5.6969 6.2832 2.0189 0.0 0.0 0.0
O 0.9087 0.2356 -0.7137 -0.1 -0.1 -0.1
F 4.6626 -3.1838 -1.9830 -0.2 -0.3 0.2
S -0.5406 -2.4765 3.4179 0.2 0.0 -0.1
H -3.1677 1.4434 -4.2332 0.0 0.0 0.1
C -4.6440 6.4147 1.7511 0.0 0.0 0.1
C 3.0746 -5.2855 3.1414 0.0 -0.1 -0.1
```
Positions in Å, forces in eV/Å.

Values from the calculation:
- charge = -1
- HOMO-LUMO gap (eV) = 8.00


For each record above, in turn, the calculated E_HOMO values are -2.23, -5.66 eV.
For each record above, in turn, the calculated lowest unoccupied orbital energy values are 4.230, 2.340 eV.
For each record above, in turn, the calculated E_tot values are -79166.0954, -94580.8405 eV.